This record from OMol25 describes C26H28HfO3PS3Si as an isolated structure at a distorted geometry. The level of theory is ωB97M-V/def2-TZVPD.

The gap between HOMO and LUMO (spin up / spin down) comes out at 0.181 / 0.278 Ha. The calculation puts the LUMO energy (spin up / spin down) at -0.253 / -0.179 eV. Its electronic energy is -84536.43488 eV. As for the spin multiplicity: 2. As for the energy relative to the best compared isomer or geometry (same formula, charge and spin): 0.0 kcal/mol. The value obtained for the highest occupied orbital energy (spin up / spin down) is -5.17 / -7.74 eV.

Cartesian coordinates (Å):
Hf  2.1532  0.4708  0.6161
C  6.5834  2.3541  -3.6277
C  5.6671  1.1681  -3.1761
O  4.5999  1.6077  -2.3135
P  4.6456  1.6734  -0.6884
S  1.1166  1.9371  2.3445
S  4.4969  -0.1870  0.0734
O  2.9723  2.1224  -0.4916
C  2.4961  3.3787  -1.3111
C  1.8228  3.0011  -2.6080
H  6.6443  2.4010  -4.6682
H  7.5979  2.2918  -3.2485
H  6.2013  3.3441  -3.3861
H  6.3027  0.4709  -2.7422
H  5.1570  0.6221  -3.9755
H  3.4372  3.8873  -1.4607
H  1.8703  3.9647  -0.6085
H  0.9666  3.6542  -2.7989
H  1.4841  1.9575  -2.6947
H  2.5669  3.2262  -3.3793
C  -7.7854  -1.9234  -0.9810
C  -6.4575  -1.1985  -1.0550
O  -5.6763  -1.0772  -0.0789
S  -5.9730  -0.6798  -2.6857
C  -4.2679  -0.5018  -2.3396
C  -3.7452  0.7215  -1.7615
C  -2.4317  0.8896  -1.5777
C  -1.4679  -0.1082  -2.0855
C  -1.9463  -1.0645  -2.9544
C  -3.2967  -1.3807  -2.9645
C  -0.3064  -0.1506  -1.4153
C  0.7916  0.1016  -0.8252
H  -8.3208  -1.7247  -0.0102
H  -7.7056  -3.0033  -1.1240
H  -8.3401  -1.5244  -1.8953
H  -4.4370  1.5525  -1.5175
H  -1.9990  1.6420  -0.8883
H  -1.2483  -1.6791  -3.6063
H  -3.6376  -2.1733  -3.5582
C  3.6049  -2.7366  2.0818
C  2.5957  -2.3656  1.2515
C  1.5361  -1.5359  1.7442
C  1.5858  -1.1038  3.0624
C  2.5763  -1.5567  3.9397
C  3.5332  -2.4696  3.4651
Si  0.4692  0.2900  3.5589
C  -1.3965  -0.0865  3.5146
C  -2.1614  0.1426  2.3739
C  -3.4300  -0.3566  2.2433
C  -3.9340  -1.2391  3.2328
C  -3.2077  -1.3858  4.4108
C  -2.0219  -0.7386  4.5699
H  4.3806  -3.4208  1.7115
H  2.5884  -2.5619  0.1835
H  0.6179  -1.5187  1.1627
H  2.4251  -1.2946  4.9762
H  4.3372  -2.8432  4.1434
H  0.9546  0.5220  4.9962
H  -1.6777  0.7462  1.5607
H  -3.9716  -0.0145  1.3552
H  -4.7866  -1.8763  3.0748
H  -3.6529  -1.9498  5.2755
H  -1.4960  -0.7103  5.5804



This record from OMol25 describes a 2-piece molecular cluster, C26H28N2O4 overall at a distorted geometry. The level of theory is ωB97M-V/def2-TZVPD.

The gap between HOMO and LUMO comes out at 0.253 Ha. The calculation puts the LUMO energy at -0.587 eV. Its electronic energy is -38585.73240 eV. As for the energy relative to the best compared isomer or geometry (same formula, charge and spin): 58.7 kcal/mol. The value obtained for the highest occupied orbital energy is -7.48 eV.

Cartesian coordinates (Å):
C  -3.2421  -1.2656  1.7866
C  -2.8906  -0.9006  0.3542
C  -4.1096  -0.7967  -0.5576
O  -2.2522  0.4095  0.3053
C  -1.0396  0.4610  0.9776
O  -0.7544  1.4523  1.6391
C  -0.1541  -0.6501  0.7924
C  0.9158  -0.8086  1.7946
C  0.3468  -1.0608  3.2004
C  0.0659  -2.3635  3.6154
C  -0.4760  -2.5918  4.8825
C  -0.7712  -1.5148  5.7261
C  -1.3913  -1.7465  7.0066
N  -1.9109  -1.9414  8.0376
C  -0.4743  -0.2126  5.3106
C  0.0724  0.0104  4.0472
C  -0.6910  -1.8800  0.2144
O  -0.0064  -2.8712  0.0301
O  -1.9946  -1.8707  -0.2208
H  -2.3456  -1.3308  2.4201
H  -3.9180  -0.5003  2.1878
H  -3.7611  -2.2332  1.7881
H  -3.7838  -0.5863  -1.5798
H  -4.6668  -1.7372  -0.5426
H  -4.7521  0.0172  -0.2117
H  1.5405  -1.6667  1.5060
H  1.4975  0.1267  1.8032
H  0.2527  -3.1940  2.9289
H  -0.6839  -3.6103  5.2160
H  -0.6820  0.6292  5.9730
H  0.2472  1.0269  3.6944
C  4.2420  -0.1085  -3.3447
C  3.4450  -1.2381  -2.6964
C  2.6794  -0.7930  -1.4465
N  1.8994  0.4373  -1.6786
C  0.5959  0.4797  -1.4790
C  -0.2073  1.5775  -2.0473
C  -0.3247  1.7074  -3.4547
C  -1.0270  2.7720  -4.0140
C  -1.6921  3.6923  -3.1895
C  -1.5818  3.5795  -1.8008
C  -0.8138  2.5623  -1.2439
C  2.6950  1.5576  -2.2247
C  3.4300  1.1742  -3.5076
H  5.1275  0.1045  -2.7330
H  4.6082  -0.4348  -4.3233
H  2.7362  -1.6618  -3.4192
H  4.1206  -2.0472  -2.4007
H  2.0093  -1.5811  -1.0825
H  3.4086  -0.5605  -0.6545
H  0.0830  -0.4734  -1.3108
H  0.1547  0.9585  -4.0945
H  -1.0637  2.8849  -5.0998
H  -2.2936  4.4908  -3.6234
H  -2.0872  4.2802  -1.1315
H  -0.6474  2.5416  -0.1718
H  2.0656  2.4377  -2.3814
H  3.4454  1.7986  -1.4570
H  4.0944  1.9989  -3.7846
H  2.7113  1.0633  -4.3299



This record from OMol25 describes one molecule with the formula C26H28N4 at a distorted geometry. The level of theory is ωB97M-V/def2-TZVPD.

The gap between HOMO and LUMO comes out at 0.271 Ha. The SMILES is CN(C)c1ccc(C(=C[C@@H](NC#N)c2ccccc2)c2ccc(N(C)C)cc2)cc1. The calculation puts the LUMO energy at 0.430 eV. Its electronic energy is -33373.34866 eV. As for the energy relative to the best compared isomer or geometry (same formula, charge and spin): 48.6 kcal/mol. The value obtained for the highest occupied orbital energy is -6.94 eV.

Cartesian coordinates (Å):
C  -6.6324  -0.1699  0.0425
N  -5.7424  0.9489  0.3238
C  -6.4082  2.2383  0.5027
C  -4.3855  0.8125  0.3794
C  -3.5500  1.9058  0.7784
C  -2.1693  1.7620  0.7445
C  -1.5418  0.5404  0.3840
C  -0.0906  0.4045  0.1954
C  0.6497  1.5667  -0.1057
C  2.0547  1.5590  -0.6791
N  2.1284  1.2560  -2.2298
C  1.7399  0.6173  -3.4052
N  1.3998  0.0798  -4.3679
C  2.8649  2.7683  -0.1203
C  4.2349  2.6195  0.0798
C  5.0944  3.6966  0.2866
C  4.5692  4.9961  0.2738
C  3.1890  5.1877  0.2263
C  2.3322  4.0759  0.0296
C  0.5206  -0.9367  0.2615
C  1.4127  -1.3512  -0.7290
C  1.9314  -2.6236  -0.7451
C  1.6380  -3.5070  0.2992
N  2.1852  -4.7572  0.2859
C  2.2863  -5.5718  1.4721
C  2.7341  -5.3394  -0.9332
C  0.7815  -3.0712  1.3388
C  0.1742  -1.8382  1.2783
C  -2.3948  -0.5392  0.0609
C  -3.7743  -0.4369  0.0413
H  -6.2676  -1.0840  0.5287
H  -7.6249  0.1063  0.4360
H  -6.7168  -0.3371  -1.0455
H  -5.7513  3.0716  0.1955
H  -7.3215  2.2233  -0.1293
H  -6.7243  2.3828  1.5614
H  -3.9954  2.8511  1.0871
H  -1.5498  2.6166  1.0403
H  0.1383  2.5495  -0.0876
H  2.6059  0.6358  -0.2783
H  2.4382  2.1574  -2.6228
H  4.7105  1.6044  0.0777
H  6.1721  3.5964  0.3432
H  5.1918  5.8904  0.4032
H  2.7210  6.1642  0.2255
H  1.2437  4.1952  -0.0199
H  1.6908  -0.6432  -1.4896
H  2.5719  -2.8970  -1.5667
H  2.2588  -4.9420  2.3768
H  1.4711  -6.3096  1.5481
H  3.2320  -6.1234  1.4647
H  2.1857  -4.9671  -1.8057
H  3.8048  -5.0867  -1.0488
H  2.6353  -6.4433  -0.8779
H  0.5587  -3.7528  2.1501
H  -0.5508  -1.5612  2.0449
H  -1.9629  -1.5097  -0.2233
H  -4.3974  -1.2811  -0.2573



This record from OMol25 describes C26H28N4Pd as an isolated structure. The level of theory is ωB97M-V/def2-TZVPD.

The gap between HOMO and LUMO comes out at 0.201 Ha. The calculation puts the LUMO energy at 0.265 eV. Its electronic energy is -36854.90239 eV. As for the energy relative to the best compared isomer or geometry (same formula, charge and spin): 3.3 kcal/mol. The value obtained for the highest occupied orbital energy is -5.21 eV.

Cartesian coordinates (Å):
Pd  0.8157  0.5368  -0.1911
C  -0.2720  5.1211  -0.4425
C  0.7102  4.3249  -1.2497
C  2.0539  4.6800  -1.3345
C  2.9148  3.8913  -2.0763
C  2.4197  2.7548  -2.6940
C  1.0736  2.4658  -2.5313
N  0.2292  3.2405  -1.8561
C  0.4813  1.2150  -3.0948
C  0.0108  1.1602  -4.3969
C  -0.5948  -0.0030  -4.8420
C  -0.6926  -1.0742  -3.9730
C  -0.1620  -0.9544  -2.6959
N  0.4096  0.1735  -2.2545
C  -0.2116  -2.1242  -1.7740
C  0.9243  -2.5011  -1.0531
C  0.8469  -3.6366  -0.2726
C  -0.3604  -4.3299  -0.1998
C  -1.4404  -3.8829  -0.9506
C  -2.7581  -4.6037  -0.9545
N  -1.3535  -2.8021  -1.7368
H  0.1863  6.0120  -0.0153
H  -0.6617  4.4995  0.3655
H  -1.1170  5.4172  -1.0645
H  2.4123  5.5621  -0.8204
H  3.9630  4.1489  -2.1588
H  3.0594  2.0878  -3.2557
H  0.1036  2.0297  -5.0328
H  -0.9870  -0.0708  -5.8484
H  -1.1663  -2.0021  -4.2591
H  1.8239  -1.9056  -1.1201
H  1.7110  -3.9795  0.2832
H  -0.4532  -5.2258  0.4022
H  -2.7907  -5.3856  -0.1967
H  -2.9276  -5.0621  -1.9299
H  -3.5741  -3.9016  -0.7839
C  -1.7444  -0.7884  1.4866
N  -0.9153  -1.8455  2.1361
C  -1.5585  -2.3188  3.3803
C  0.5464  -1.4300  2.3812
C  0.7055  -0.0143  2.8264
C  0.6613  0.2900  4.1898
C  0.8065  1.5989  4.6160
C  1.0067  2.5876  3.6567
C  1.0632  2.2644  2.3084
C  0.9180  0.9503  1.8152
H  -2.6858  -1.2441  1.1810
H  -1.1750  -0.3778  0.6402
H  -1.9074  0.0077  2.2084
H  -0.8636  -2.6247  1.4745
H  -1.5423  -1.4991  4.0953
H  -1.0039  -3.1667  3.7764
H  -2.5865  -2.6065  3.1694
H  1.0297  -1.5208  1.4087
H  0.9280  -2.1662  3.0923
H  0.5395  -0.5022  4.9253
H  0.7818  1.8439  5.6704
H  1.1322  3.6184  3.9708
H  1.2372  3.0680  1.5992